# 1
Molecular formula: C5H13N
Method: DFT, ωB97M-V/def2-TZVPD

Properties
SMILES = CC[C@@H](C)NC
gap between HOMO and LUMO = 0.3706 Ha
E_LUMO = 0.04256 hartree
energy relative to the best compared isomer or geometry (same formula, charge and spin) = 26.9 kcal per mole
largest force on an atom = 2.26 eV/Å

CARTESIAN COORDINATES (ANGSTROEM)
1 C 2.0217 -0.5975 -0.5752
2 C 1.1951 -0.3639 0.7704
3 C -0.1789 0.2146 0.5665
4 C 0.0441 1.5366 -0.1895
5 C -2.3106 -0.4225 -0.1732
6 H 2.4184 0.3492 -1.0364
7 H 1.4974 -0.9376 -1.5190
8 H 2.8179 -1.3150 -0.4188
9 H 1.7415 0.2585 1.4939
10 H 1.1371 -1.2296 1.3475
11 H -0.7602 0.3051 1.4518
12 H 0.6938 2.2665 0.3384
13 H -0.9363 2.0827 -0.3723
14 H 0.4746 1.3026 -1.1526
15 H -0.7761 -1.6666 0.2516
16 H -2.4836 0.4953 -0.6677
17 H -2.8910 -1.1777 -0.7121
18 H -2.8085 -0.3662 0.8095
19 N -0.8965 -0.7345 -0.2126

# 2
Molecular formula: C5H13N2
Method: DFT, ωB97M-V/def2-TZVPD

Properties
⟨S²⟩ = 0.751
gap between HOMO and LUMO (spin up / spin down) = 0.1704 / 0.3732 Ha
2S+1 = 2
E_LUMO (spin up / spin down) = 0.03662 / 0.03206 hartree
energy relative to the best compared isomer or geometry (same formula, charge and spin) = 67.2 kcal per mole
largest force on an atom = 3.58 eV/Å

CARTESIAN COORDINATES (ANGSTROEM)
1 C -0.8138 0.3178 1.9522
2 C 0.4734 0.2765 1.0554
3 C 0.0126 0.7405 -0.3799
4 C -0.2374 -0.3500 -1.3782
5 C -1.4565 -0.5765 -1.8988
6 N 0.7656 -1.4600 -1.6408
7 N 1.5264 1.1896 1.4716
8 H -1.4137 1.1940 1.6584
9 H -1.5894 -0.4270 1.6795
10 H -0.5803 0.2628 3.0147
11 H 0.8952 -0.7618 0.9729
12 H 0.9655 1.2909 -0.6372
13 H -0.7756 1.4723 -0.2695
14 H -1.6491 -1.2856 -2.7263
15 H -2.3048 0.0163 -1.5966
16 H 1.4542 -1.4111 -0.8111
17 H 0.2173 -2.3312 -1.7263
18 H 1.2430 -1.4390 -2.5769
19 H 1.9307 1.0353 2.4038
20 H 1.3367 2.2464 1.4330

# 3
Molecular formula: C5H13N2
Method: DFT, ωB97M-V/def2-TZVPD

Properties
⟨S²⟩ = 0.751
gap between HOMO and LUMO (spin up / spin down) = 0.1534 / 0.3913 Ha
2S+1 = 2
E_LUMO (spin up / spin down) = 0.03149 / 0.02711 hartree
energy relative to the best compared isomer or geometry (same formula, charge and spin) = 55.6 kcal per mole
largest force on an atom = 2.46 eV/Å

CARTESIAN COORDINATES (ANGSTROEM)
1 N 1.4593 0.8279 -1.0857
2 C 0.5007 0.0220 -0.2523
3 C -0.9334 0.3752 -0.5746
4 C -1.8941 -0.6873 -0.0267
5 C -3.1087 -0.8174 -0.5648
6 C 0.8522 0.1638 1.2300
7 N 2.1915 -0.3499 1.4683
8 H 2.4380 0.6184 -0.8138
9 H 1.3260 0.5456 -2.1009
10 H 1.3188 1.8688 -1.0382
11 H 0.7640 -0.9945 -0.5569
12 H -1.2128 1.3585 -0.1888
13 H -1.0663 0.4186 -1.6565
14 H -1.3756 -1.5641 0.3539
15 H -3.4560 -0.0870 -1.2817
16 H -3.7736 -1.5438 -0.1111
17 H 0.0857 -0.2620 1.8799
18 H 0.9035 1.2428 1.3967
19 H 2.2633 -1.3122 1.7708
20 H 2.7174 0.1766 2.1525

# 4
Molecular formula: C5H13N2
Method: DFT, ωB97M-V/def2-TZVPD

Properties
SMILES = C=CC[C@@H]([NH3+])CN
gap between HOMO and LUMO = 0.3644 Ha
E_LUMO = -0.12557 hartree
total charge = +1
energy relative to the best compared isomer or geometry (same formula, charge and spin) = 50.5 kcal per mole
largest force on an atom = 2.60 eV/Å

CARTESIAN COORDINATES (ANGSTROEM)
1 N 0.4604 -0.8997 1.6558
2 C 0.1285 -0.2789 0.3481
3 C 1.1109 0.8133 -0.0438
4 C 1.1128 1.1071 -1.5395
5 C 1.0320 0.1611 -2.4613
6 C -1.3198 0.2829 0.3632
7 N -2.1863 -0.7444 0.9313
8 H -0.3369 -1.4869 1.9828
9 H 1.2030 -1.6017 1.6832
10 H 0.5128 -0.2662 2.4652
11 H 0.1790 -1.1112 -0.3458
12 H 1.0511 1.7483 0.5008
13 H 2.1694 0.5145 0.0804
14 H 1.0849 2.1640 -1.7608
15 H 1.1064 -0.9193 -2.3871
16 H 1.0805 0.3817 -3.5239
17 H -1.4760 0.4009 -0.7102
18 H -1.3727 1.2959 0.7537
19 H -2.8370 -1.0282 0.2329
20 H -2.7032 -0.5331 1.7751

# 5
Molecular formula: C5H13N2
Method: DFT, ωB97M-V/def2-TZVPD

Properties
SMILES = CCC/C(N)=C/[NH3+]
gap between HOMO and LUMO = 0.4077 Ha
E_LUMO = -0.12279 hartree
total charge = +1
energy relative to the best compared isomer or geometry (same formula, charge and spin) = 33.3 kcal per mole
largest force on an atom = 0.46 eV/Å

CARTESIAN COORDINATES (ANGSTROEM)
1 C -1.8280 0.0187 1.4629
2 C -1.9442 -0.1844 -0.0407
3 C -0.9020 0.5823 -0.8595
4 C 0.5168 0.2774 -0.4731
5 C 1.2065 -0.7149 -1.0151
6 N 2.5841 -0.9079 -0.5186
7 N 1.1917 1.0466 0.5406
8 H -2.6246 -0.4898 2.0036
9 H -0.8931 -0.4058 1.8395
10 H -1.8923 1.0758 1.7165
11 H -2.9318 0.1086 -0.4087
12 H -1.8672 -1.2514 -0.2641
13 H -1.0271 0.3665 -1.9232
14 H -1.0704 1.6601 -0.7661
15 H 0.9049 -1.4035 -1.7858
16 H 2.7079 -1.8383 -0.1140
17 H 2.7273 -0.1685 0.1943
18 H 3.2811 -0.7880 -1.2617
19 H 1.1949 2.0284 0.2643
20 H 0.6657 0.9881 1.4088

# 6
Molecular formula: C5H13N2
Method: DFT, ωB97M-V/def2-TZVPD

Properties
SMILES = CNC[C@@]1(C)C[NH2+]1
gap between HOMO and LUMO = 0.3984 Ha
E_LUMO = -0.10681 hartree
total charge = +1
energy relative to the best compared isomer or geometry (same formula, charge and spin) = 87.6 kcal per mole
largest force on an atom = 4.64 eV/Å

CARTESIAN COORDINATES (ANGSTROEM)
1 C 1.6217 -0.7984 1.0248
2 C 0.4203 0.0910 0.9325
3 C 0.1635 1.1472 1.8440
4 C -1.3100 0.1246 -2.2132
5 C -0.9921 -0.5905 0.1814
6 N 1.5300 0.1791 -0.0423
7 N -0.7110 -0.7889 -1.2107
8 H 2.3984 -0.6494 1.7010
9 H 1.6537 -1.7582 0.5869
10 H 1.1228 1.5548 2.0930
11 H -0.4153 0.9148 2.7193
12 H -0.3961 1.8923 1.0761
13 H -1.0714 1.2512 -1.8841
14 H -0.8859 -0.1117 -3.1445
15 H -2.4023 0.0415 -2.4619
16 H -2.0061 -0.0382 0.5205
17 H -1.1593 -1.5264 0.6544
18 H 2.2539 0.9397 -0.1533
19 H -0.9452 -1.7330 -1.3538
20 H 1.1303 -0.1416 -0.8703

# 7
Molecular formula: C5H13N2
Method: DFT, ωB97M-V/def2-TZVPD

Properties
gap between HOMO and LUMO = 0.2459 Ha
E_LUMO = -0.15995 hartree
total charge = +1
energy relative to the best compared isomer or geometry (same formula, charge and spin) = 133.9 kcal per mole
largest force on an atom = 6.36 eV/Å

CARTESIAN COORDINATES (ANGSTROEM)
1 C 1.2671 0.6947 0.4994
2 C -1.2745 0.2501 -0.8037
3 C 0.0987 -0.2354 0.0397
4 C 0.7317 -1.3301 -0.9234
5 C -0.2137 -0.9370 1.3705
6 N 2.3928 0.9167 -0.1408
7 N -2.4357 1.0216 -0.1108
8 H 1.1094 1.2772 1.2788
9 H -1.0422 0.8779 -1.6704
10 H 1.5382 -1.8428 -0.4918
11 H 1.1765 -0.8134 -1.8808
12 H 0.1431 -2.1790 -1.0899
13 H -0.8514 -1.7671 1.0872
14 H -0.8632 -0.2062 1.8059
15 H 0.6644 -1.2451 1.8742
16 H 2.7050 0.3910 -0.9742
17 H 2.8284 1.8223 -0.0121
18 H -2.7701 0.5333 0.7662
19 H -3.1023 0.8755 -0.8155
20 H -2.1022 1.8959 0.1915

# 8
Molecular formula: C5H13N2
Method: DFT, ωB97M-V/def2-TZVPD

Properties
SMILES = CCCC/[NH+]=C\N
gap between HOMO and LUMO = 0.4013 Ha
E_LUMO = -0.13805 hartree
total charge = +1
energy relative to the best compared isomer or geometry (same formula, charge and spin) = 78.5 kcal per mole
largest force on an atom = 3.89 eV/Å

CARTESIAN COORDINATES (ANGSTROEM)
1 C 0.6238 -0.8141 2.3841
2 C 0.8196 -1.1381 0.8839
3 C -0.2739 -1.6411 -0.1470
4 C -1.2597 -0.4470 -0.2678
5 N 0.5183 2.0677 -0.3282
6 C 0.1701 1.4464 -1.4508
7 N -0.7383 0.5111 -1.4084
8 H 1.0317 -1.7281 2.8063
9 H -0.5015 -0.7502 2.5296
10 H 1.0803 0.2998 2.6833
11 H 1.4843 -1.8906 0.8050
12 H 1.4659 -0.2028 0.6380
13 H -0.9936 -2.3752 0.2577
14 H 0.1427 -1.8776 -1.1935
15 H -2.2808 -0.5730 -0.5837
16 H -1.1824 0.1986 0.6503
17 H 0.6614 1.5047 0.4740
18 H 1.0092 2.9256 -0.6486
19 H 0.4295 1.7635 -2.4595
20 H -1.2860 0.2178 -2.2162